# 1
12
Properties=species:S:1:pos:R:3 method="wB97M-V/def2-TZVPD" de_lowest_kcal_mol=64.1 e_tot_ev=-28076.5132 homo_energy_ev=-9.52 molar_mass_g_mol=128.495 charge=0
C -1.220 0.351 -0.192
C -0.739 1.719 -0.081
O -1.062 -2.461 0.012
O 1.067 -1.217 -0.193
P -0.329 -1.011 0.194
Cl 3.772 -0.087 0.445
H -2.242 0.181 -0.230
H -1.024 2.228 -1.003
H 0.552 1.679 -0.163
H -1.078 2.312 0.758
H -0.278 -2.931 0.013
H 2.582 -0.763 0.441

***

# 2
46
Properties=species:S:1:pos:R:3 method="wB97M-V/def2-TZVPD" de_lowest_kcal_mol=25.0 e_tot_ev=-50252.8651 smiles="CSc1ccccc1NC(=O)CN(c1ccccc1)S(=O)(=O)N(C)C" homo_energy_ev=-8.04 molar_mass_g_mol=379.507 charge=0
C -2.852 -2.494 1.729
H -1.777 -2.474 1.890
H -3.257 -3.442 2.071
H -3.334 -1.673 2.249
S -3.245 -2.397 -0.045
C -3.419 -0.657 -0.310
C -4.498 -0.270 -1.103
C -4.799 1.060 -1.304
C -4.039 2.036 -0.675
C -2.950 1.668 0.086
C -2.594 0.329 0.239
N -1.424 0.047 0.966
C -0.465 -0.823 0.554
O -0.544 -1.538 -0.421
C 0.766 -0.821 1.469
N 1.840 -0.026 0.902
C 2.886 -0.651 0.188
C 2.676 -1.831 -0.522
C 3.731 -2.436 -1.182
C 4.994 -1.870 -1.155
C 5.200 -0.693 -0.454
C 4.157 -0.088 0.224
H 4.312 0.827 0.771
H 6.182 -0.246 -0.423
H 5.813 -2.343 -1.675
H 3.558 -3.351 -1.728
H 1.691 -2.270 -0.574
S 1.459 1.567 0.677
O 0.581 1.925 1.753
O 2.646 2.337 0.494
N 0.509 1.624 -0.721
C 0.129 3.008 -0.948
H -0.191 3.425 0.003
H -0.695 3.034 -1.660
H 0.971 3.599 -1.325
C 1.157 1.029 -1.872
H 0.570 1.264 -2.758
H 2.178 1.407 -1.999
H 1.177 -0.051 -1.749
H 0.522 -0.389 2.442
H 1.129 -1.842 1.601
H -1.088 0.808 1.549
H -2.337 2.415 0.568
H -4.290 3.080 -0.787
H -5.641 1.336 -1.920
H -5.107 -1.045 -1.543

***

# 3
46
Properties=species:S:1:pos:R:3 method="wB97M-V/def2-TZVPD" de_lowest_kcal_mol=0.0 e_tot_ev=-35939.5521 homo_energy_ev=-4.17 molar_mass_g_mol=318.330 charge=-1
C -2.822 2.635 -2.899
C -2.152 1.385 -3.500
C -0.676 1.222 -3.087
C -0.316 -0.150 -2.506
C -1.197 -0.661 -1.373
O -2.332 -1.328 -1.875
P -3.599 -1.496 -0.624
O -2.618 -0.442 0.430
C -1.767 0.333 -0.387
C -0.832 1.095 0.521
C -1.376 2.083 1.338
C -0.516 2.788 2.170
C 0.838 2.468 2.139
N 1.374 1.516 1.386
C 0.532 0.840 0.587
H -2.830 3.457 -3.611
H -2.306 2.979 -2.005
H -3.845 2.426 -2.599
H -2.176 1.525 -4.580
H -2.721 0.489 -3.283
H -0.061 1.352 -3.979
H -0.363 2.013 -2.406
H -0.388 -0.886 -3.306
H 0.727 -0.139 -2.191
H -0.639 -1.426 -0.810
H -4.353 -2.323 -1.538
H -4.276 -0.304 -1.107
H -4.634 -1.650 0.381
H -2.840 -2.625 -0.111
H -2.413 1.053 -0.899
H -2.436 2.281 1.317
H -0.882 3.568 2.818
H 1.515 3.028 2.772
H 0.969 0.060 -0.012
C 3.870 0.015 2.909
O 4.278 -1.209 3.547
C 4.300 -2.262 2.740
O 4.045 -2.270 1.566
O 4.665 -3.332 3.460
C 4.718 -4.541 2.705
H 3.904 0.784 3.676
H 4.558 0.273 2.107
H 2.861 -0.059 2.523
H 5.448 -4.462 1.901
H 3.740 -4.781 2.293
H 5.022 -5.320 3.399

***

# 4
16
Properties=species:S:1:pos:R:3 method="wB97M-V/def2-TZVPD" de_lowest_kcal_mol=27.6 e_tot_ev=-16181.2817 homo_energy_ev=-8.95 molar_mass_g_mol=102.202 charge=0
C 1.064 1.627 -0.389
C 0.582 0.242 0.063
C -0.295 0.167 1.337
C -0.809 -1.100 0.688
C -0.492 -0.587 -0.660
H 0.275 2.364 -0.280
H 1.395 1.714 -1.437
H 1.851 1.961 0.281
H 1.519 -0.355 0.217
H 0.317 -0.014 2.268
H -1.002 1.048 1.455
H -0.130 -1.928 1.033
H -1.851 -1.424 0.914
H -1.245 0.129 -1.128
H -1.181 -2.236 -2.333
S 0.002 -1.607 -2.031

***

# 5
39
Properties=species:S:1:pos:R:3 method="wB97M-V/def2-TZVPD" de_lowest_kcal_mol=35.0 e_tot_ev=-29879.6626 smiles=[O-][n+]1cccc(Nc2nccc(-n3ccnc3-c3ccccc3)n2)c1 homo_energy_ev=-8.25 molar_mass_g_mol=330.351 charge=0
O 6.370 0.135 2.032
N -3.953 1.173 -1.755
N 1.628 -0.017 1.037
N 0.492 0.314 -1.007
C -3.155 0.672 -0.837
C -3.070 1.618 -2.736
C -1.791 1.417 -2.395
C 1.581 0.136 -0.274
C 0.465 0.060 1.667
C -0.673 0.471 -0.376
C -0.715 0.342 1.014
C -5.271 -1.366 2.266
C -5.615 -0.068 1.936
C -4.149 -2.006 1.658
C -4.866 0.611 0.983
C -3.459 -1.337 0.642
C 4.966 -0.413 -1.688
C 6.328 -0.559 -1.414
C -3.812 -0.016 0.307
C 4.071 -0.074 -0.691
C 6.768 -0.342 -0.086
C 4.586 0.100 0.615
N -1.791 0.760 -1.173
N 2.714 0.037 -1.054
N 5.901 -0.012 0.886
H -3.430 2.037 -3.706
H -0.944 1.674 -3.023
H 0.524 -0.037 2.713
H -1.643 0.505 1.524
H -5.849 -1.874 3.058
H -6.456 0.427 2.382
H -3.881 -3.015 1.918
H -5.213 1.594 0.710
H -2.641 -1.810 0.072
H 4.620 -0.552 -2.685
H 7.081 -0.777 -2.178
H 7.807 -0.399 0.206
H 3.965 0.403 1.471
H 2.511 0.190 -2.022

***

# 6
14
Properties=species:S:1:pos:R:3 method="wB97M-V/def2-TZVPD" de_lowest_kcal_mol=24.3 e_tot_ev=-11879.4164 smiles="N[C@H](CC=O)C(=O)[O-]" homo_energy_ev=-4.34 molar_mass_g_mol=116.096 charge=-1
O -0.215 -0.350 1.809
C 0.223 -1.055 0.872
O 0.610 -2.233 0.897
C 0.390 -0.393 -0.557
C 0.169 1.128 -0.639
C -1.217 1.568 -0.213
O -1.951 2.200 -0.937
N 1.737 -0.710 -1.079
H -0.344 -0.885 -1.213
H 0.320 1.472 -1.666
H 0.876 1.585 0.049
H -1.453 1.222 0.813
H 1.701 -1.665 -1.401
H 2.381 -0.728 -0.302

***

# 7
62
Properties=species:S:1:pos:R:3 method="wB97M-V/def2-TZVPD" spin_multiplicity=2 e_tot_ev=-140733.5291 homo_energy_ev="-9.14 / -9.14" molar_mass_g_mol=544.991 charge=+1 s_squared=1.76
C 1.126 1.186 2.725
C 0.757 0.426 1.464
C 0.325 1.421 0.302
Cl 1.872 2.167 -0.201
C -0.439 0.688 -0.797
B 0.214 -0.730 -1.166
O 0.604 -1.150 -2.399
O 0.365 -1.675 -0.191
C -1.836 0.463 -0.221
C -2.996 1.321 -0.770
C -4.048 1.494 0.365
C -3.729 0.557 -1.884
N -2.594 2.684 -1.137
O -2.445 3.427 -0.100
C -1.471 2.763 -2.103
C -2.043 3.014 -3.512
C -0.573 3.978 -1.839
C -0.609 1.474 -2.125
H 1.108 2.234 2.426
H 0.354 1.001 3.485
H 2.110 0.951 3.130
H 1.651 -0.040 1.059
H 0.056 -0.369 1.729
H -0.349 2.202 0.664
H 1.415 -0.735 -2.711
H 0.788 -2.562 -0.617
H -1.732 0.606 0.851
H -2.125 -0.594 -0.384
H -4.724 0.627 0.301
H -4.664 2.367 0.174
H -3.592 1.569 1.364
H -3.996 -0.435 -1.524
H -3.141 0.440 -2.790
H -4.641 1.101 -2.129
H -1.230 3.042 -4.237
H -2.506 4.000 -3.524
H -2.808 2.294 -3.794
H -0.203 4.027 -0.819
H 0.292 3.874 -2.495
H -1.043 4.959 -2.114
H -1.048 0.792 -2.853
H 0.351 1.760 -2.549
O 1.691 -3.579 -1.033
H 1.762 -3.231 -1.927
Mg 0.538 3.042 4.166
O 6.015 -5.622 2.022
C 4.914 -5.180 1.841
O 4.783 -3.875 1.531
C 3.531 -3.280 1.171
C 2.715 -2.915 2.403
C 3.678 -6.030 2.022
H 2.983 -3.913 0.474
H 3.789 -2.375 0.625
H 2.460 -3.794 2.998
H 1.788 -2.418 2.109
H 3.289 -2.248 3.053
H 3.467 -6.118 3.088
H 3.886 -7.017 1.619
H 2.795 -5.652 1.512
F -1.757 1.899 2.432
Ca -2.612 -0.501 2.248
Br -2.518 6.186 -1.405

***

# 8
104
Properties=species:S:1:pos:R:3 method="wB97M-V/def2-TZVPD" de_lowest_kcal_mol=0.0 e_tot_ev=-172747.0036 homo_energy_ev=-2.53 molar_mass_g_mol=947.844 charge=-2
K -2.897 1.835 0.790
O -5.117 -1.749 -0.269
C -4.385 -0.795 -0.584
O -3.165 -0.646 -0.272
C -4.981 0.200 -1.611
C -3.944 0.861 -2.519
C -4.624 1.349 -3.817
C -5.324 2.644 -3.330
C -5.002 2.590 -1.829
O -3.645 2.106 -1.862
C -5.818 1.447 -1.179
C -6.222 1.768 0.292
O -7.279 2.433 0.365
O -5.478 1.398 1.228
H -5.634 -0.434 -2.214
H -3.029 0.295 -2.662
H -5.323 0.607 -4.206
H -3.881 1.559 -4.589
H -6.397 2.660 -3.521
H -4.875 3.530 -3.784
H -5.042 3.542 -1.304
H -6.779 1.400 -1.690
Br 2.994 7.008 -1.347
C 1.423 6.166 -0.651
C 0.157 6.672 -0.994
C -0.966 6.082 -0.494
C -0.939 4.931 0.389
O -2.001 4.438 0.814
C 0.392 4.449 0.714
C 0.665 3.346 1.604
N -0.158 2.554 2.188
C 0.399 1.625 3.070
C 1.336 1.974 4.016
C 1.923 1.012 4.863
C 1.564 -0.302 4.779
C 0.572 -0.701 3.849
C 0.153 -2.045 3.706
C -0.790 -2.359 2.774
C -1.356 -1.326 1.990
N -0.990 -0.071 2.100
C -0.028 0.255 2.999
C 1.528 5.087 0.182
H 0.082 7.528 -1.655
H -1.948 6.459 -0.753
H 1.743 3.201 1.787
H 1.626 3.015 4.102
H 2.677 1.326 5.576
H 2.024 -1.051 5.413
H 0.598 -2.804 4.343
H -1.137 -3.376 2.632
H -2.153 -1.515 1.269
H 2.509 4.706 0.448
C 3.034 -0.791 -0.619
C 2.105 -1.463 -1.636
P 0.315 -1.047 -1.265
C -0.445 -2.714 -1.213
C 0.217 -3.801 -0.640
C -0.444 -5.003 -0.424
C -1.785 -5.131 -0.762
C -2.457 -4.054 -1.324
C -1.789 -2.861 -1.556
C -0.209 -0.405 -2.901
C -0.500 0.955 -2.970
C -0.868 1.544 -4.173
C -0.957 0.770 -5.319
C -0.679 -0.592 -5.261
C -0.304 -1.175 -4.061
P 2.648 -1.326 1.113
C 3.379 -3.018 1.146
C 2.691 -3.990 1.869
C 3.164 -5.294 1.942
C 4.335 -5.643 1.288
C 5.036 -4.682 0.568
C 4.563 -3.381 0.503
C 3.940 -0.370 1.997
C 3.913 1.018 1.861
C 4.803 1.821 2.555
C 5.729 1.251 3.417
C 5.754 -0.127 3.576
C 4.868 -0.931 2.872
H 2.850 0.287 -0.630
H 4.087 -0.939 -0.869
H 2.262 -2.544 -1.644
H 2.339 -1.105 -2.640
H 1.255 -3.723 -0.337
H 0.091 -5.834 0.023
H -2.309 -6.060 -0.569
H -3.516 -4.111 -1.539
H -2.338 -2.014 -1.943
H -0.469 1.551 -2.065
H -1.117 2.598 -4.197
H -1.265 1.220 -6.255
H -0.764 -1.200 -6.155
H -0.102 -2.239 -4.015
H 1.767 -3.711 2.365
H 2.613 -6.038 2.504
H 4.704 -6.661 1.336
H 5.954 -4.949 0.058
H 5.127 -2.636 -0.046
H 3.169 1.481 1.222
H 4.758 2.897 2.436
H 6.421 1.878 3.966
H 6.465 -0.583 4.256
H 4.899 -2.006 3.011

***

# 9
36
Properties=species:S:1:pos:R:3 method="wB97M-V/def2-TZVPD" de_lowest_kcal_mol=33.9 spin_multiplicity=2 e_tot_ev=-20802.8443 homo_energy_ev="-17.10 / -17.10" molar_mass_g_mol=207.247 charge=+2 s_squared=0.76
C -1.852 1.241 0.246
C -0.399 1.555 0.579
C 0.195 0.983 1.932
C 1.460 1.276 2.250
C -1.431 0.375 3.587
N -0.723 0.148 2.570
N -1.996 -0.060 -0.394
H -2.595 1.354 1.085
H -2.149 2.113 -0.611
H -0.209 2.758 0.485
H 0.393 1.025 -0.049
H 2.257 1.752 1.758
H 1.835 1.019 3.347
H -1.554 1.313 4.190
H -2.311 -0.235 3.841
H -1.381 -0.642 0.296
H -2.975 -0.492 -0.407
H -1.536 -0.189 -1.340
H 2.813 1.695 -1.208
H 2.329 3.121 -1.070
O 2.120 2.263 -1.326
H -0.571 -2.288 -2.343
H -1.899 -2.333 -2.475
O -1.337 -1.658 -2.286
H -1.152 -2.288 1.367
H 0.025 -2.214 0.481
O -0.901 -2.147 0.485
H 0.821 1.129 -2.243
H 0.703 0.288 -3.602
O 0.426 0.339 -2.664
H 2.199 -2.896 0.804
H 1.864 -1.647 -0.248
O 1.885 -1.951 0.623
H 1.292 -1.003 -2.395
H 2.569 -1.807 -2.874
O 1.785 -1.899 -2.393

***

# 10
15
Properties=species:S:1:pos:R:3 method="wB97M-V/def2-TZVPD" de_lowest_kcal_mol=49.1 e_tot_ev=-21726.6346 smiles="CC(=O)[C@]1(C)O[P@@]1(=O)[O-]" homo_energy_ev=-4.65 molar_mass_g_mol=149.062 charge=-1
C 1.143 0.360 0.157
C -0.094 -0.397 0.086
C 1.146 1.837 -0.288
C 0.061 -1.889 0.080
O -2.244 1.378 0.806
O 2.102 -0.084 0.718
O -0.963 -0.046 -1.091
O -2.860 -1.124 0.120
P -1.984 0.044 0.174
H 0.818 2.299 0.663
H 2.143 2.206 -0.435
H 0.342 2.125 -1.061
H 0.525 -2.238 0.989
H 0.863 -2.130 -0.725
H -0.999 -2.342 -0.193

***

# 11
38
Properties=species:S:1:pos:R:3 method="wB97M-V/def2-TZVPD" e_tot_ev=-21667.2184 homo_energy_ev=-8.55 molar_mass_g_mol=254.138 charge=0
C 5.443 2.801 0.145
O 4.583 2.713 1.324
C 3.560 1.819 1.230
C 2.679 1.666 2.333
C 1.542 0.897 2.214
C 1.230 0.203 1.011
C 0.026 -0.583 0.973
C -0.767 -0.786 -0.199
C -1.730 -1.832 -0.236
C -2.484 -2.011 -1.369
C -2.386 -1.133 -2.485
O -3.362 -1.337 -3.423
C -4.195 -2.478 -2.939
C -3.581 -2.979 -1.628
C -1.448 -0.087 -2.461
C -0.683 0.097 -1.334
C 2.159 0.314 -0.064
C 3.290 1.091 0.036
H 6.200 3.567 0.368
H 5.931 1.829 -0.035
H 4.854 3.086 -0.743
H 2.899 2.207 3.245
H 0.837 0.830 3.039
H -0.114 -1.319 1.803
H -1.859 -2.511 0.622
H -5.230 -2.125 -2.799
H -4.213 -3.254 -3.722
H -3.176 -3.991 -1.741
H -4.302 -2.991 -0.808
H -1.356 0.596 -3.312
H 0.017 0.915 -1.276
H 2.004 -0.254 -0.984
H 3.964 1.189 -0.815
H -1.192 0.333 1.883
B -2.054 0.753 2.802
H -1.537 1.570 3.586
H -3.012 1.346 2.257
H -2.537 -0.153 3.503

***

Q: Look up the charge of the first one.
A: 0